Computed, not measured: a 13-piece molecular cluster, C52H104O39 overall, with the ωB97M-V functional and the def2-TZVPD basis.

Output
Kohn-Sham gap: 10.6 eV

Positions of all 195 atoms, in Å:
1 C -1.59 7.60 -5.70
2 C -2.05 7.30 -4.29
3 O -2.42 5.89 -4.29
4 C -2.70 5.36 -3.10
5 O -2.80 5.87 -2.05
6 O -2.77 4.02 -3.28
7 C -3.15 3.25 -2.12
8 H -1.20 8.61 -5.84
9 H -2.47 7.57 -6.36
10 H -0.84 6.88 -6.06
11 H -2.91 7.87 -3.93
12 H -1.21 7.40 -3.60
13 H -4.16 3.41 -1.81
14 H -2.48 3.43 -1.30
15 H -3.03 2.22 -2.46
16 C 5.92 3.50 3.07
17 C 5.33 2.22 3.58
18 O 5.99 1.18 2.82
19 C 5.51 0.00 2.76
20 O 6.06 -0.94 2.23
21 O 4.32 -0.05 3.44
22 C 3.68 -1.35 3.57
23 H 5.53 3.73 2.10
24 H 7.01 3.46 3.07
25 H 5.65 4.34 3.76
26 H 4.25 2.10 3.38
27 H 5.53 2.03 4.66
28 H 2.63 -1.08 3.69
29 H 4.01 -1.76 4.51
30 H 3.90 -1.94 2.66
31 C 0.13 -7.26 -4.05
32 C 0.12 -5.77 -3.86
33 O 0.25 -5.20 -5.20
34 C -0.12 -3.93 -5.48
35 O 0.17 -3.41 -6.52
36 O -0.84 -3.35 -4.49
37 C -1.31 -2.08 -4.94
38 H 1.02 -7.57 -4.61
39 H -0.73 -7.55 -4.63
40 H 0.08 -7.81 -3.11
41 H 1.00 -5.53 -3.24
42 H -0.84 -5.39 -3.44
43 H -0.52 -1.44 -5.41
44 H -1.84 -1.57 -4.16
45 H -1.98 -2.21 -5.79
46 C -3.51 3.67 2.34
47 C -3.04 2.38 1.67
48 O -3.57 1.19 2.20
49 C -3.00 0.56 3.20
50 O -1.97 0.88 3.74
51 O -3.68 -0.47 3.60
52 C -3.09 -1.11 4.78
53 H -3.15 3.73 3.32
54 H -4.65 3.63 2.42
55 H -3.18 4.54 1.79
56 H -2.00 2.30 1.74
57 H -3.29 2.37 0.64
58 H -2.13 -1.51 4.47
59 H -3.86 -1.90 5.03
60 H -3.11 -0.37 5.60
61 C 1.44 0.99 2.38
62 C 0.56 -0.19 1.90
63 O -0.04 0.28 0.69
64 C -1.10 -0.39 0.18
65 O -1.65 -1.32 0.70
66 O -1.50 0.15 -1.02
67 C -2.82 -0.17 -1.48
68 H 0.88 1.93 2.45
69 H 2.34 1.17 1.81
70 H 1.81 0.72 3.31
71 H -0.28 -0.37 2.64
72 H 1.03 -1.16 1.70
73 H -3.49 0.54 -1.04
74 H -3.11 -1.21 -1.21
75 H -2.80 0.02 -2.59
76 C 4.68 -6.03 0.88
77 C 3.56 -5.40 0.15
78 O 2.37 -6.13 0.50
79 C 1.18 -5.62 0.27
80 O 0.16 -6.17 0.56
81 O 1.28 -4.44 -0.39
82 C 0.01 -3.72 -0.50
83 H 4.59 -5.81 1.95
84 H 5.57 -5.57 0.43
85 H 4.69 -7.11 0.79
86 H 3.67 -5.44 -0.92
87 H 3.57 -4.37 0.41
88 H -0.63 -4.29 -1.16
89 H 0.22 -2.84 -1.04
90 H -0.50 -3.58 0.38
91 C -4.94 -3.12 0.93
92 C -4.20 -3.45 -0.37
93 O -4.79 -4.71 -0.72
94 C -4.97 -4.94 -2.03
95 O -4.33 -4.58 -2.96
96 O -6.10 -5.66 -2.04
97 C -6.31 -6.33 -3.26
98 H -4.48 -2.20 1.37
99 H -4.85 -3.95 1.64
100 H -5.97 -2.84 0.77
101 H -3.12 -3.57 -0.23
102 H -4.31 -2.66 -1.12
103 H -6.14 -5.67 -4.09
104 H -7.37 -6.72 -3.33
105 H -5.63 -7.21 -3.31
106 C 2.95 -4.45 6.98
107 C 2.59 -4.64 5.52
108 O 1.18 -4.36 5.41
109 C 0.74 -4.05 4.16
110 O 1.47 -4.05 3.19
111 O -0.53 -3.66 4.13
112 C -1.24 -3.92 2.89
113 H 3.90 -4.87 7.10
114 H 2.31 -5.06 7.60
115 H 2.99 -3.46 7.37
116 H 2.83 -5.65 5.18
117 H 3.11 -3.94 4.86
118 H -1.30 -4.98 2.62
119 H -0.71 -3.41 2.13
120 H -2.23 -3.53 3.02
121 C 0.94 3.88 0.39
122 C 0.93 4.92 -0.70
123 O 1.80 4.45 -1.74
124 C 1.72 5.09 -2.92
125 O 0.94 5.98 -3.14
126 O 2.69 4.60 -3.69
127 C 3.15 5.33 -4.87
128 H 0.38 3.00 0.09
129 H 0.48 4.30 1.29
130 H 1.98 3.68 0.68
131 H 1.31 5.85 -0.36
132 H -0.08 4.99 -1.13
133 H 2.74 4.95 -5.78
134 H 4.22 5.32 -4.81
135 H 2.76 6.36 -4.79
136 C -0.21 1.51 -3.62
137 C 0.27 2.45 -4.72
138 O 1.64 2.12 -5.18
139 C 1.86 1.09 -5.99
140 O 0.98 0.53 -6.58
141 O 3.18 0.89 -6.16
142 C 4.21 1.64 -5.34
143 H -0.17 0.44 -3.92
144 H -1.21 1.75 -3.31
145 H 0.42 1.65 -2.72
146 H 0.39 3.47 -4.34
147 H -0.30 2.46 -5.63
148 H 3.95 1.58 -4.26
149 H 4.37 2.63 -5.78
150 H 5.02 0.91 -5.49
151 C 4.01 -1.33 -0.43
152 C 3.00 -0.43 -1.20
153 O 2.45 -1.12 -2.35
154 C 3.24 -1.24 -3.40
155 O 4.36 -0.89 -3.46
156 O 2.45 -1.73 -4.33
157 C 3.20 -2.13 -5.50
158 H 3.49 -2.27 -0.17
159 H 4.38 -0.84 0.46
160 H 4.94 -1.55 -0.97
161 H 3.52 0.54 -1.50
162 H 2.11 -0.23 -0.59
163 H 2.48 -2.77 -6.05
164 H 4.00 -2.75 -5.11
165 H 3.45 -1.23 -6.06
166 C 1.77 2.35 5.51
167 C 2.03 2.51 7.02
168 O 3.11 3.41 7.37
169 C 4.31 2.78 7.30
170 O 4.47 1.62 7.12
171 O 5.30 3.65 7.51
172 C 6.64 3.16 7.56
173 H 0.92 1.71 5.30
174 H 2.58 1.94 4.93
175 H 1.55 3.30 5.00
176 H 2.32 1.58 7.44
177 H 1.20 3.03 7.43
178 H 6.85 2.41 6.82
179 H 6.76 2.67 8.56
180 H 7.29 4.06 7.46
181 C -7.46 5.17 0.37
182 C -7.83 3.72 0.43
183 O -6.73 2.99 -0.25
184 C -6.62 1.69 -0.16
185 O -5.77 1.07 -0.72
186 O -7.64 1.22 0.64
187 C -7.71 -0.27 0.75
188 H -7.29 5.51 -0.65
189 H -6.53 5.29 0.94
190 H -8.26 5.74 0.88
191 H -8.80 3.48 -0.06
192 H -7.86 3.36 1.45
193 H -8.17 -0.43 1.70
194 H -6.74 -0.66 0.76
195 H -8.31 -0.64 -0.09